Here is a structure of composition C23H27B2F5N4O4Te2Ti from the OMol25 dataset. Energies are from ωB97M-V/def2-TZVPD.

* F_max: 0.59 eV/Å
* gap between HOMO and LUMO: 0.167 Ha
* energy above the lowest of the compared OMol25 structures with the same formula, charge and spin: 40.6 kcal/mol
* total charge: -2
* energy: -91089.2247 eV

Structure (XYZ):
```
68
C23H27B2F5N4O4Te2Ti (ωB97M-V/def2-TZVPD)
Ti 0.6977 -0.7716 0.4816
C 2.8448 -2.8608 -2.7412
C 2.2379 -2.4430 -1.4490
N 1.9952 -1.2342 -1.1352
O 2.3167 -0.2120 -1.9501
B 1.7392 1.0880 -1.4015
F 1.9022 0.9120 0.0618
F 2.4779 2.1058 -1.9114
O 0.3242 1.3164 -1.5809
N -0.3993 0.3372 -0.8650
C -1.5443 0.8286 -0.1551
C -2.2944 1.9528 -0.7715
C -1.9544 -0.0252 0.8203
N -1.0627 -1.0482 1.1139
O -1.5080 -2.0485 1.9583
B -1.2499 -3.4192 1.5130
F -1.9473 -3.7532 0.3580
F -1.5571 -4.2588 2.5709
O 0.2429 -3.7167 1.2361
N 0.8532 -2.8961 0.3736
C 1.6366 -3.4181 -0.4961
C 1.7703 -4.8898 -0.6755
C -3.2898 -0.0241 1.4805
H 2.8228 -2.0190 -3.4284
H 2.2679 -3.6856 -3.1617
H 3.8778 -3.1925 -2.6096
H -1.6073 2.7497 -1.0544
H -3.0104 2.3644 -0.0632
H -2.8077 1.6059 -1.6766
H 1.7157 -5.3868 0.2900
H 2.7020 -5.1451 -1.1791
H 0.9307 -5.2484 -1.2782
H -3.9446 0.7047 1.0105
H -3.1948 0.2286 2.5378
H -3.7215 -1.0218 1.3957
C -5.1757 8.4408 3.5145
C -4.2777 7.2326 3.4473
C -4.2134 6.3167 4.4854
C -3.3896 5.1924 4.4338
C -3.3876 4.2525 5.6059
C -2.5831 4.9462 3.3061
Te -1.3414 3.2251 3.1856
C -2.6421 5.8841 2.2507
C -1.8145 5.7052 1.0089
C -3.4767 6.9929 2.3370
H -5.7247 8.4652 4.4579
H -5.9097 8.4442 2.7035
H -4.6072 9.3723 3.4372
H -4.8256 6.4760 5.3706
H -4.0546 4.6117 6.3947
H -2.3774 4.1355 6.0043
H -3.6939 3.2503 5.2980
H -0.7756 5.4916 1.2643
H -1.8643 6.5947 0.3753
H -2.1561 4.8398 0.4356
H -3.4988 7.6947 1.5056
Te -1.0387 -1.2780 -2.2596
F 3.7744 -0.8518 5.9097
C 3.0802 -0.7894 4.7367
C 1.7329 -1.0750 4.7435
C 1.0401 -1.0210 3.5388
C 1.6714 -0.6669 2.3396
C 3.0391 -0.3720 2.4010
C 3.7584 -0.4385 3.5892
H 1.2411 -1.3320 5.6729
H -0.0144 -1.2674 3.5382
H 3.5678 -0.0639 1.5047
H 4.8151 -0.2071 3.6379
```

Here is a structure of composition C10H10O at a distorted geometry from the OMol25 dataset. Energies are from ωB97M-V/def2-TZVPD.

* F_max: 5.88 eV/Å
* gap between HOMO and LUMO: 0.355 Ha
* energy above the lowest of the compared OMol25 structures with the same formula, charge and spin: 119.1 kcal/mol
* energy: -12574.9019 eV

Structure (XYZ):
```
21
C10H10O (ωB97M-V/def2-TZVPD)
C 1.0454 -1.4875 -2.4438
C 0.7648 -2.2587 -1.3121
C 1.0982 -0.1066 -2.5255
C 0.2866 -1.6025 -0.1628
C 0.6415 0.5376 -1.4351
C 0.3023 -0.2464 -0.3482
C -2.5567 1.2678 1.2241
C -1.4703 0.5728 1.5509
C 0.8626 1.7198 1.8597
C -0.1826 1.0366 1.0993
O 0.1935 2.2871 0.6963
H 1.3767 -2.0481 -3.2482
H 0.7410 -3.3510 -1.3590
H 1.5868 0.5526 -3.3126
H 0.0051 -2.1243 0.6799
H 0.5446 1.6092 -1.2010
H -3.5286 0.9269 1.4497
H -2.4432 2.2324 0.5815
H -1.4812 -0.4128 2.0746
H 0.4785 2.2684 2.6335
H 1.8284 1.4624 1.6011
```

Here is a structure of composition C4H4O2 at a distorted geometry from the OMol25 dataset. Energies are from ωB97M-V/def2-TZVPD.

* F_max: 4.40 eV/Å
* gap between HOMO and LUMO (alpha / beta): 0.295 / 0.252 Ha
* energy above the lowest of the compared OMol25 structures with the same formula, charge and spin: 105.8 kcal/mol
* energy: -8302.4914 eV

Structure (XYZ):
```
10
C4H4O2 (ωB97M-V/def2-TZVPD)
C 0.1836 -1.0342 -0.4517
C -0.0145 0.4119 1.2262
C -0.6422 0.1322 -0.1384
C 0.0525 0.6673 -1.3123
O 1.1528 0.6301 1.4969
O 0.8531 1.5211 -1.4646
H -0.8042 0.6955 1.9386
H -0.3061 -1.9275 -0.8135
H 1.2443 -1.1465 -0.2898
H -1.7192 0.0501 -0.1914
```

Here is a cluster of 2 separate species, C4H13NO in total at a distorted geometry from the OMol25 dataset. Energies are from ωB97M-V/def2-TZVPD.

* F_max: 6.87 eV/Å
* gap between HOMO and LUMO: 0.355 Ha
* structure (SMILES): CCN(C)C.O
* energy above the lowest of the compared OMol25 structures with the same formula, charge and spin: 101.4 kcal/mol
* energy: -7892.2658 eV

Structure (XYZ):
```
19
C4H13NO (ωB97M-V/def2-TZVPD)
C -0.7194 -1.5168 -1.3181
C 0.5325 -0.4940 -0.7867
N 0.0671 0.6386 0.0814
C 0.9166 1.3158 0.9615
C -0.9258 1.5786 -0.5967
H -1.8088 -1.2389 -0.8637
H -0.5919 -1.4639 -2.4436
H -0.3494 -2.5124 -0.9190
H 0.9146 0.0348 -1.7497
H 1.4132 -0.9807 -0.4998
H 1.2449 2.3638 0.7010
H 1.8222 0.6889 1.0819
H 0.3960 1.6445 1.8568
H -1.1170 1.1033 -1.5871
H -1.8549 1.6146 -0.0433
H -0.4931 2.5716 -0.7403
O 0.0378 -1.3814 1.5629
H 0.7291 -1.8916 1.9746
H 0.0996 -0.6540 0.6000
```

Which value of energy does entry 2 give? -12574.9019 eV